Record 1
{
  "formula": "C10H9N3O2",
  "method": "wB97M-V/def2-TZVPD",
  "species": ["N", "C", "C", "C", "O", "N", "C", "O", "C", "C", "N", "H", "H", "H", "C", "C", "C", "C", "H", "H", "H", "H", "H", "H"],
  "coordinates": [[3.35, -3.53, 0.40], [3.18, -2.42, 0.23], [2.79, -1.14, -0.06], [2.61, -0.47, -1.21], [2.62, -0.87, -2.50], [2.34, 0.88, -0.92], [2.19, 1.09, 0.48], [1.78, 2.10, 0.96], [2.54, -0.21, 1.09], [2.26, -0.39, 2.35], [2.23, -0.35, 3.54], [2.26, -1.78, -2.60], [1.96, 1.56, -1.55], [1.49, -0.66, 4.13], [-1.28, 2.83, -0.58], [-1.16, 1.35, -0.39], [-1.20, 0.19, -0.07], [-1.48, -1.23, 0.16], [-1.41, 3.42, 0.28], [-2.08, 2.95, -1.29], [-0.32, 3.12, -1.03], [-0.54, -1.46, 0.67], [-1.57, -1.72, -0.77], [-2.34, -1.42, 0.72]],
  "mulliken_charge": [-0.53, -0.04, 0.17, 0.43, -0.56, 0.00, 0.00, -0.59, 0.07, 0.56, -0.47, 0.36, 0.29, 0.30, -1.12, 0.37, 0.27, -1.22, 0.30, 0.31, 0.26, 0.27, 0.27, 0.33],
  "relative_energy_kcal_mol": 78.3,
  "homo_ev": -8.395,
  "gap_ev": 8.65
}

Record 2
{
  "formula": "C4H9OS",
  "method": "wB97M-V/def2-TZVPD",
  "species": ["O", "C", "C", "C", "C", "S", "H", "H", "H", "H", "H", "H", "H", "H", "H"],
  "coordinates": [[-2.13, -1.50, -2.33], [-1.52, -1.71, -1.20], [-1.05, -0.43, -0.41], [0.20, -0.49, 0.42], [0.41, 0.70, 1.37], [1.98, 1.59, 0.96], [-0.53, -2.32, -1.25], [-2.12, -2.32, -0.42], [-1.03, 0.35, -1.20], [-1.92, -0.24, 0.24], [0.19, -1.43, 0.99], [1.09, -0.65, -0.20], [0.52, 0.39, 2.41], [-0.44, 1.38, 1.33], [1.47, 2.81, 0.89]],
  "mulliken_charge": [-0.84, -0.36, -0.62, -0.50, -0.60, -0.28, 0.09, 0.10, 0.18, 0.32, 0.26, 0.41, 0.28, 0.47, 0.09],
  "relative_energy_kcal_mol": 36.5,
  "homo_ev": -2.278,
  "gap_ev": 5.30,
  "total_charge": -1
}

Record 3
{
  "formula": "C3H5N3O",
  "method": "wB97M-V/def2-TZVPD",
  "species": ["C", "C", "N", "N", "C", "O", "N", "H", "H", "H", "H", "H"],
  "coordinates": [[1.93, -0.17, 0.07], [0.43, -0.16, 0.03], [-0.27, -1.14, 0.47], [-1.58, -0.72, 0.37], [-1.69, 0.61, 0.04], [-2.65, 1.33, 0.02], [-0.36, 0.95, -0.37], [2.36, -0.19, -0.94], [2.25, -1.06, 0.61], [2.33, 0.72, 0.58], [-2.34, -1.36, 0.52], [-0.52, 0.95, -1.38]],
  "mulliken_charge": [-0.93, 0.57, -0.55, 0.09, 0.41, -0.58, -0.38, 0.25, 0.31, 0.28, 0.22, 0.30],
  "relative_energy_kcal_mol": 25.4,
  "homo_ev": -9.302,
  "gap_ev": 10.03
}

Record 4
{
  "formula": "C5H9N3",
  "method": "wB97M-V/def2-TZVPD",
  "species": ["C", "C", "C", "C", "C", "H", "H", "H", "H", "H", "H", "H", "H", "H", "N", "N", "N"],
  "coordinates": [[-1.74, -0.84, 0.20], [-0.43, -0.42, -0.24], [1.72, -0.15, -0.26], [3.02, -0.54, -0.01], [1.19, 1.15, -0.03], [-3.65, 0.50, 0.71], [-3.19, -0.33, -1.31], [-2.07, -1.81, -0.22], [-1.75, -0.98, 1.32], [3.35, -1.50, -0.16], [3.77, 0.33, 0.61], [1.21, 1.32, 1.13], [1.77, 1.97, -0.74], [-0.97, 1.33, -0.01], [-2.67, 0.27, -0.19], [0.67, -1.16, -0.40], [-0.23, 0.87, -0.38]],
  "mulliken_charge": [-0.32, 0.29, 0.37, -0.85, -0.25, 0.28, 0.30, 0.31, 0.21, 0.40, 0.14, 0.21, 0.24, 0.27, -0.73, -0.66, -0.19],
  "relative_energy_kcal_mol": 138.4,
  "homo_ev": -7.496,
  "gap_ev": 7.60
}

Record 5
{
  "formula": "C5H9NO2",
  "method": "wB97M-V/def2-TZVPD",
  "species": ["C", "N", "C", "C", "C", "C", "O", "O", "H", "H", "H", "H", "H", "H", "H", "H", "H"],
  "coordinates": [[2.94, 0.09, 0.00], [2.31, -0.43, -1.04], [-0.80, 0.58, 1.42], [-0.28, -0.01, 0.09], [-1.38, 0.00, -0.95], [-2.68, -0.52, -0.63], [-3.06, -0.84, 0.53], [2.42, 0.21, 1.19], [4.00, 0.35, -0.07], [2.92, -0.41, -1.86], [-0.12, 0.18, 2.28], [-1.88, 0.27, 1.57], [-0.62, 1.75, 1.38], [0.13, -0.98, 0.05], [0.61, 0.40, -0.37], [-1.23, 0.20, -2.10], [-3.28, -0.83, -1.50]],
  "mulliken_charge": [0.16, -0.48, -0.99, -0.39, 0.12, -0.03, -0.36, -0.37, 0.43, 0.27, 0.27, 0.47, 0.30, 0.51, 0.38, 0.35, 0.37],
  "relative_energy_kcal_mol": 153.7,
  "homo_ev": [-15.004, -14.598],
  "gap_ev": [6.52, 6.12],
  "multiplicity": 2,
  "total_charge": 1
}

Record 6
{
  "formula": "C2H6O2Si",
  "method": "wB97M-V/def2-TZVPD",
  "species": ["C", "C", "O", "O", "Si", "H", "H", "H", "H", "H", "H"],
  "coordinates": [[1.91, 0.40, 0.01], [1.02, -0.25, 0.67], [-2.27, -1.59, -1.51], [-1.15, -0.86, -1.06], [-0.46, -1.33, 0.27], [2.85, 0.80, 0.46], [1.85, 0.57, -1.03], [1.23, -0.30, 1.69], [-2.16, 2.66, -0.45], [-1.59, 2.23, -0.10], [-1.22, -2.33, 1.06]],
  "mulliken_charge": [-0.47, -0.41, -0.59, 0.03, 0.60, 0.23, 0.31, 0.32, 0.19, -0.19, -0.02],
  "relative_energy_kcal_mol": 185.8,
  "homo_ev": [-7.943, -7.941],
  "gap_ev": [6.59, 6.59]
}

Record 7
{
  "formula": "C4H7FN2",
  "method": "wB97M-V/def2-TZVPD",
  "species": ["H", "N", "C", "C", "N", "C", "C", "F", "H", "H", "H", "H", "H", "H"],
  "coordinates": [[1.30, -1.69, 1.71], [0.73, -1.53, 0.88], [0.33, -0.35, 0.87], [0.29, 0.51, 2.07], [-0.18, 0.25, -0.32], [-0.23, -0.42, -1.57], [-0.69, 0.20, -2.65], [-1.17, 1.46, -2.63], [1.17, 0.38, 2.71], [0.10, 1.55, 1.82], [-0.53, 0.14, 2.69], [-0.46, 1.23, -0.33], [0.15, -1.42, -1.66], [-0.81, -0.31, -3.59]],
  "mulliken_charge": [0.22, -0.71, 0.72, -1.06, -0.21, -0.35, -0.10, -0.26, 0.33, 0.28, 0.26, 0.23, 0.32, 0.34],
  "relative_energy_kcal_mol": 10.6,
  "homo_ev": -8.396,
  "gap_ev": 9.27
}

Record 8
{
  "formula": "C4H6N2O",
  "method": "wB97M-V/def2-TZVPD",
  "species": ["C", "C", "C", "N", "C", "N", "O", "H", "H", "H", "H", "H", "H"],
  "coordinates": [[2.42, -1.17, 0.05], [1.25, -0.82, 0.02], [-0.08, -0.27, -0.04], [-1.13, -1.00, -0.23], [-2.41, -0.40, 0.06], [-0.23, 1.07, 0.30], [0.87, 1.81, -0.25], [3.39, -1.60, 0.13], [-2.70, 0.40, -0.65], [-3.18, -1.14, -0.02], [-2.38, -0.06, 1.12], [-1.09, 1.50, -0.09], [1.46, 1.86, 0.52]],
  "mulliken_charge": [0.28, -0.33, 0.18, -0.53, -0.87, -0.24, -0.43, 0.42, 0.26, 0.27, 0.35, 0.29, 0.35],
  "relative_energy_kcal_mol": 113.1,
  "homo_ev": -9.248,
  "gap_ev": 10.02
}

Record 9
{
  "formula": "C2H10NOS",
  "method": "wB97M-V/def2-TZVPD",
  "species": ["C", "C", "S", "N", "H", "H", "H", "H", "H", "H", "H", "H", "H", "H", "O"],
  "coordinates": [[-0.07, -0.80, -0.23], [-1.55, -1.24, -0.03], [-1.83, -2.87, -0.78], [0.21, 0.55, 0.36], [0.15, -0.82, -1.30], [0.62, -1.50, 0.25], [-2.26, -0.52, -0.45], [-1.78, -1.47, 1.02], [-1.53, -2.58, -2.07], [-0.44, 1.29, 0.06], [1.18, 0.84, 0.11], [0.13, 0.57, 1.38], [2.85, 2.32, 0.88], [2.05, 3.55, 0.61], [2.27, 2.70, 0.20]],
  "mulliken_charge": [-0.68, -0.59, 0.35, -0.28, 0.47, 0.41, 0.47, 0.42, 0.31, 0.35, 0.34, 0.38, 0.36, 0.36, -0.70],
  "relative_energy_kcal_mol": 9.8,
  "homo_ev": [-18.758, -18.756],
  "gap_ev": [10.62, 5.42],
  "multiplicity": 2,
  "total_charge": 2
}

Record 10
{
  "formula": "C7H11N3",
  "method": "wB97M-V/def2-TZVPD",
  "species": ["C", "C", "C", "C", "C", "C", "C", "N", "N", "N", "H", "H", "H", "H", "H", "H", "H", "H", "H", "H", "H"],
  "coordinates": [[2.77, -1.13, -0.65], [2.77, -0.23, 0.34], [1.45, -1.12, -1.11], [-1.31, 2.20, 1.44], [0.89, -1.87, -2.27], [-3.20, 0.74, 1.20], [-1.89, 1.18, 0.59], [1.54, 0.18, 0.54], [-0.98, 3.06, 2.13], [0.69, -0.25, -0.35], [3.64, -1.71, -0.87], [3.46, -0.11, 1.25], [0.20, -1.20, -2.63], [1.69, -2.08, -3.00], [0.24, -2.74, -1.82], [-3.52, 0.12, 0.42], [-3.74, 1.68, 1.37], [-2.91, 0.26, 2.11], [-1.95, 1.58, -0.31], [-1.15, 0.45, 0.44], [1.30, 0.99, 1.16]],
  "mulliken_charge": [-0.39, -0.41, 0.26, 0.24, -0.98, -1.04, -0.24, 0.17, -0.46, -0.49, 0.36, 0.27, 0.37, 0.29, 0.23, 0.33, 0.30, 0.31, 0.39, 0.29, 0.20],
  "relative_energy_kcal_mol": 18.0,
  "homo_ev": [-4.749, -9.629],
  "gap_ev": [5.61, 7.52],
  "multiplicity": 3
}

Record 11
{
  "formula": "C40H52BClN8O5Re",
  "method": "wB97M-V/def2-TZVPD",
  "species": ["Re", "C", "C", "C", "C", "N", "N", "B", "N", "N", "C", "C", "C", "C", "C", "C", "C", "C", "N", "N", "C", "C", "C", "C", "C", "C", "C", "C", "C", "C", "C", "C", "H", "H", "H", "H", "H", "H", "H", "H", "H", "H", "H", "H", "H", "H", "H", "H", "H", "H", "H", "H", "H", "H", "H", "H", "H", "H", "H", "H", "H", "H", "H", "H", "H", "H", "H", "H", "H", "H", "H", "H", "O", "C", "C", "C", "C", "C", "C", "C", "O", "N", "N", "C", "C", "C", "C", "C", "C", "C", "O", "H", "H", "H", "H", "H", "H", "H", "H", "H", "H", "Cl", "C", "C", "O", "O", "H", "H"],
  "coordinates": [[0.16, 0.13, -0.14], [-5.17, 0.37, 1.20], [-3.83, 1.02, 1.09], [-3.52, 2.34, 1.27], [-2.14, 2.46, 1.06], [-1.63, 1.24, 0.79], [-2.69, 0.37, 0.79], [-2.59, -1.15, 0.60], [-2.18, -1.63, -0.78], [-0.87, -1.60, -1.16], [-0.80, -2.27, -2.33], [-2.07, -2.73, -2.66], [-2.92, -2.31, -1.66], [-4.39, -2.52, -1.53], [0.40, -2.47, -3.25], [1.45, -3.36, -2.57], [1.00, -1.13, -3.69], [-0.06, -3.21, -4.52], [-1.59, -1.71, 1.60], [-0.39, -1.08, 1.81], [0.10, -1.61, 2.96], [-0.76, -2.61, 3.40], [-1.82, -2.64, 2.53], [-3.05, -3.48, 2.55], [1.31, -1.17, 3.76], [1.29, -1.85, 5.14], [1.22, 0.34, 4.02], [2.59, -1.61, 3.06], [-1.51, 3.84, 1.15], [-2.14, 4.73, 0.07], [-1.85, 4.43, 2.53], [-0.01, 3.89, 0.99], [-5.92, 1.14, 1.40], [-5.20, -0.34, 2.02], [-5.46, -0.15, 0.29], [-4.21, 3.13, 1.51], [-3.67, -1.60, 0.83], [-2.36, -3.30, -3.53], [-4.74, -3.11, -2.37], [-4.92, -1.57, -1.52], [-4.64, -3.05, -0.61], [1.79, -2.93, -1.64], [2.31, -3.49, -3.23], [1.03, -4.35, -2.36], [1.82, -0.81, -3.06], [1.40, -1.22, -4.70], [0.24, -0.34, -3.71], [-0.48, -4.19, -4.29], [0.81, -3.36, -5.16], [-0.80, -2.63, -5.08], [-0.65, -3.22, 4.28], [-2.91, -4.30, 3.25], [-3.26, -3.91, 1.57], [-3.92, -2.91, 2.87], [0.38, -1.64, 5.69], [2.13, -1.46, 5.71], [1.42, -2.93, 5.06], [1.02, 0.90, 3.12], [2.14, 0.70, 4.48], [0.40, 0.54, 4.72], [2.62, -2.69, 2.99], [3.46, -1.27, 3.62], [2.66, -1.18, 2.07], [-3.23, 4.78, 0.16], [-1.90, 4.36, -0.93], [-1.74, 5.74, 0.16], [-2.92, 4.51, 2.70], [-1.41, 5.43, 2.62], [-1.43, 3.81, 3.33], [0.31, 3.45, 0.05], [0.47, 3.35, 1.81], [0.31, 4.93, 1.02], [3.31, -3.09, 0.36], [4.28, -2.41, -0.27], [5.53, -3.04, -0.31], [6.60, -2.42, -0.93], [6.45, -1.18, -1.53], [5.22, -0.56, -1.50], [4.11, -1.16, -0.88], [2.82, -0.46, -0.91], [1.77, -1.04, -0.34], [2.70, 0.66, -1.54], [1.38, 1.10, -1.53], [1.17, 2.11, -2.29], [-0.13, 2.63, -2.57], [-0.30, 3.81, -3.32], [-1.55, 4.22, -3.71], [-2.66, 3.43, -3.38], [-2.52, 2.27, -2.65], [-1.25, 1.85, -2.22], [-1.15, 0.71, -1.59], [2.51, -2.54, 0.40], [5.63, -4.00, 0.17], [7.56, -2.92, -0.94], [7.28, -0.69, -2.02], [5.07, 0.40, -1.97], [2.04, 2.54, -2.78], [0.58, 4.38, -3.58], [-1.68, 5.13, -4.28], [-3.65, 3.74, -3.69], [-3.37, 1.66, -2.38], [3.18, 3.69, 2.81], [3.02, 3.03, 1.16], [2.57, 1.57, 1.23], [3.40, 0.73, 1.49], [1.30, 1.37, 0.98], [4.00, 3.05, 0.69], [2.33, 3.66, 0.62]],
  "mulliken_charge": [2.81, -1.36, 0.33, -1.25, -0.49, 0.47, 0.55, -1.25, 0.31, -0.06, -0.50, -1.09, 0.41, -1.46, 2.99, -1.98, -1.06, -2.46, 0.44, -0.08, -1.18, -0.79, 0.37, -1.47, 2.96, -2.55, -0.79, -1.63, 2.68, -1.76, -2.03, -1.19, 0.47, 0.21, 0.13, 0.58, -0.16, 0.65, 0.46, 0.16, 0.23, 0.49, 0.38, 0.45, 0.21, 0.57, -0.05, 0.43, 0.49, 0.47, 0.66, 0.47, 0.25, 0.18, 0.51, 0.47, 0.42, -0.63, 0.41, 0.47, 0.44, 0.49, -0.01, 0.37, 0.25, 0.48, 0.39, 0.47, 0.37, -0.01, 0.08, 0.58, -0.71, 0.70, -0.87, -0.43, -0.92, -1.03, 0.10, 0.75, -0.43, -1.01, 1.60, -1.22, 0.93, -0.77, -0.97, -0.83, -0.76, 0.08, 0.38, 0.09, 0.52, 0.39, 0.44, 0.43, 0.48, 0.49, 0.40, 0.44, 0.48, -0.23, -0.28, -0.17, -0.61, 0.69, 0.52, 0.10],
  "relative_energy_kcal_mol": 10.1,
  "homo_ev": [-7.878, -7.990],
  "gap_ev": [7.59, 7.02],
  "multiplicity": 2
}

Record 12
{
  "formula": "C7H13N2",
  "method": "wB97M-V/def2-TZVPD",
  "species": ["C", "C", "C", "C", "C", "C", "C", "N", "N", "H", "H", "H", "H", "H", "H", "H", "H", "H", "H", "H", "H", "H"],
  "coordinates": [[-1.56, -1.33, -1.87], [1.79, 0.79, 1.92], [0.47, 0.07, 1.60], [-1.07, 0.18, -0.52], [1.83, 1.97, 0.95], [0.04, 0.65, 0.30], [-1.17, -2.61, -1.31], [-2.13, -0.97, -2.86], [0.83, 1.64, -0.04], [1.83, 1.12, 2.96], [2.63, 0.13, 1.75], [0.58, -1.01, 1.54], [-0.30, 0.27, 2.36], [-1.87, -0.20, 0.10], [-1.39, 0.96, -1.20], [1.56, 2.92, 1.43], [2.81, 2.10, 0.47], [-1.62, -2.74, -0.32], [-0.09, -2.65, -1.20], [-1.50, -3.41, -1.97], [-2.37, -0.05, -3.21], [0.71, 2.19, -0.88]],
  "mulliken_charge": [0.82, -0.51, -0.37, -1.50, -0.56, 0.63, -1.08, -0.43, -0.11, 0.32, 0.29, 0.26, 0.34, 0.43, 0.35, 0.31, 0.32, 0.33, 0.31, 0.36, 0.28, 0.22],
  "relative_energy_kcal_mol": 51.4,
  "homo_ev": -12.796,
  "gap_ev": 8.77,
  "total_charge": 1
}